Entry 1:
{
  "formula": "C17H37CoFN2O12P3",
  "method": "ωB97M-V/def2-TZVPD",
  "lumo_energy_ev": [0.48, 0.39],
  "homo_ev": [-4.0481, -7.5021],
  "multiplicity": 5,
  "largest_force_ha_per_bohr": 0.0958,
  "s2": 6.005,
  "symbols": ["Co", "F", "C", "O", "P", "O", "O", "C", "O", "C", "H", "H", "H", "H", "H", "H", "H", "H", "H", "C", "O", "P", "O", "O", "C", "O", "C", "H", "H", "H", "H", "H", "H", "H", "H", "H", "C", "O", "P", "O", "O", "C", "O", "C", "H", "H", "H", "H", "H", "H", "H", "H", "H", "N", "C", "C", "C", "C", "H", "H", "H", "H", "H", "N", "C", "C", "C", "C", "H", "H", "H", "H", "H"],
  "xyz": [[0.25594, 0.53270, -1.39891], [-0.59004, 1.02528, 0.34183], [3.38657, -1.99523, 1.11825], [2.41563, -2.97308, 0.71727], [1.58063, -2.67200, -0.65901], [0.92098, -1.31109, -0.70900], [0.70038, -3.96062, -0.73198], [-0.34813, -4.07519, -1.60013], [2.63407, -2.90768, -1.90007], [3.77927, -3.68487, -1.69525], [3.55125, -1.91694, 2.19289], [3.16473, -0.96523, 0.83902], [4.40188, -2.25069, 0.81498], [-0.80207, -5.03926, -1.37076], [0.03814, -4.01142, -2.61739], [-1.05711, -3.25979, -1.45673], [4.48277, -2.90301, -1.40911], [4.19013, -4.06259, -2.63154], [3.58305, -4.45376, -0.94798], [1.58198, 3.79479, 0.74530], [2.79623, 3.63897, 0.04955], [3.25056, 2.04790, -0.34160], [2.19582, 1.24032, -1.03991], [3.63318, 1.43736, 1.19917], [4.36026, 2.18288, 2.14788], [4.78749, 2.33232, -0.94480], [5.20602, 2.07497, -2.24535], [1.80532, 4.43494, 1.59877], [1.15237, 2.84278, 1.05707], [0.84099, 4.26674, 0.10008], [3.72533, 2.90665, 2.65889], [5.10109, 2.76095, 1.59551], [4.92446, 1.54469, 2.82795], [5.98590, 1.31493, -2.29236], [5.49762, 2.98131, -2.77604], [4.35498, 1.80958, -2.87257], [-4.05854, 0.54291, 0.10757], [-4.16140, -0.35999, -1.00694], [-2.91607, -1.09756, -1.55898], [-1.61314, -0.32842, -1.80764], [-2.69797, -2.28785, -0.41893], [-3.74875, -3.13807, -0.08721], [-3.49558, -1.96373, -2.83528], [-2.65554, -2.24219, -3.90841], [-3.09381, 0.42842, 0.60183], [-4.94606, 0.42124, 0.72854], [-4.09252, 1.52085, -0.37260], [-3.30561, -4.13022, -0.17301], [-4.56388, -3.18368, -0.80941], [-4.01268, -2.90218, 0.94372], [-2.97324, -3.06140, -4.55345], [-1.59883, -2.35872, -3.66784], [-2.75219, -1.38553, -4.57541], [-2.23963, 3.52935, 0.19007], [-2.69273, 4.08289, -0.94933], [-3.26985, 5.34980, -0.77478], [-2.96537, 5.64579, 0.56133], [-2.38533, 4.52397, 1.05186], [-1.68734, 2.68907, 0.28485], [-2.65063, 3.40463, -1.78874], [-3.93121, 5.95285, -1.37921], [-3.18047, 6.52224, 1.15460], [-2.16276, 4.41227, 2.10275], [-1.05308, -0.82119, 2.47305], [-0.35700, -1.88809, 3.06511], [-1.04058, -2.17808, 4.28075], [-2.18193, -1.32626, 4.28060], [-2.17107, -0.47255, 3.20675], [-0.64917, -0.31181, 1.70009], [0.49984, -2.40137, 2.65429], [-0.82328, -2.92016, 5.03474], [-2.99542, -1.28734, 4.98991], [-2.86483, 0.29251, 2.89087]],
  "atomic_forces_ev_per_a": [[-0.5, 0.3, 0.2], [0.1, 0.2, -0.2], [1.0, 0.8, 0.6], [-0.8, 0.6, -1.3], [1.5, 1.5, -0.1], [1.1, -3.0, 0.1], [1.9, 0.6, 2.4], [-1.6, 0.0, -1.5], [-2.8, 1.2, 0.7], [1.1, 0.7, 0.2], [-1.0, -0.6, 0.3], [-0.3, -0.2, -0.5], [-0.2, -0.2, -0.8], [-0.2, 0.1, -0.4], [-0.2, -0.4, -0.3], [-0.1, -0.2, 0.1], [0.8, -0.7, 0.7], [-0.6, -0.3, -0.1], [0.5, -0.1, -0.1], [-0.9, 0.1, 0.4], [2.1, -3.1, -1.7], [1.0, 2.2, 2.7], [2.4, 1.0, 0.8], [-1.4, -0.4, -2.9], [0.9, 1.3, -0.6], [-2.8, -0.3, 2.1], [-0.7, 0.0, -2.1], [-0.2, -0.1, 0.1], [0.0, -0.1, 0.2], [0.1, 0.1, 0.0], [-0.1, -0.3, 0.2], [0.2, 0.2, 0.2], [-0.5, -0.3, 0.0], [-0.1, 0.1, 0.2], [0.6, 0.3, 0.6], [-0.1, -0.8, 0.1], [0.1, 1.0, -0.6], [-0.5, -0.4, -0.9], [2.6, -1.7, 0.2], [-3.6, -2.1, 0.2], [1.2, 2.9, -2.2], [0.0, -1.3, 0.2], [-0.3, 1.0, 2.8], [0.9, 1.0, -2.2], [-0.2, -0.1, 0.3], [0.3, -0.2, 0.1], [0.0, 0.2, 0.5], [-0.2, -0.3, 0.6], [-0.2, 0.6, 0.2], [-0.5, -0.3, -0.2], [-0.4, -0.4, 0.8], [-0.1, 0.0, 0.3], [0.5, 0.1, -0.2], [-0.1, 1.4, -0.7], [-1.6, -0.8, -3.1], [0.8, -1.2, 0.0], [-0.4, 0.0, 0.2], [0.7, 0.8, 4.8], [0.2, -0.4, 0.0], [-0.2, 0.4, -0.5], [0.5, -0.3, -0.6], [-0.1, -0.1, -0.1], [0.4, -0.2, 0.0], [1.0, -1.2, 0.3], [-2.1, 0.9, 2.0], [0.0, 0.7, -2.1], [-0.6, 0.3, 0.7], [1.5, -1.1, -0.4], [-0.4, 0.4, -0.5], [0.0, 0.5, -0.2], [0.1, 0.0, -0.3], [0.2, -0.2, 0.3], [0.2, 0.0, 0.1]],
  "lowdin_charge": [0.657, -0.506, -0.100, -0.216, 0.538, -0.304, -0.182, -0.113, -0.224, -0.116, 0.094, 0.064, 0.083, 0.109, 0.098, 0.056, 0.083, 0.095, 0.097, -0.137, -0.250, 0.678, -0.360, -0.269, -0.120, -0.230, -0.138, 0.092, 0.068, 0.088, 0.086, 0.080, 0.092, 0.093, 0.090, 0.080, -0.046, -0.204, 0.549, -0.365, -0.268, -0.120, -0.210, -0.135, 0.057, 0.103, 0.083, 0.086, 0.090, 0.100, 0.094, 0.074, 0.093, 0.044, -0.171, -0.088, -0.129, -0.219, 0.098, 0.099, 0.088, 0.093, 0.107, 0.013, -0.097, -0.101, -0.151, -0.140, 0.080, 0.084, 0.078, 0.082, 0.096]
}

Entry 2:
{
  "formula": "C32H36ClN8PPbS3",
  "method": "ωB97M-V/def2-TZVPD",
  "lumo_energy_ev": -6.35,
  "homo_ev": -13.1437,
  "multiplicity": 1,
  "largest_force_ha_per_bohr": 0.0207,
  "charge": 2,
  "symbols": ["Pb", "C", "C", "N", "C", "C", "N", "C", "C", "N", "H", "H", "H", "H", "H", "H", "H", "H", "H", "H", "H", "H", "H", "H", "H", "Cl", "C", "C", "C", "C", "C", "C", "P", "C", "C", "C", "C", "C", "C", "C", "C", "C", "C", "C", "C", "H", "H", "H", "H", "H", "H", "H", "H", "H", "H", "H", "H", "H", "H", "S", "C", "S", "C", "C", "N", "C", "N", "C", "C", "C", "N", "N", "C", "N", "S", "H", "H", "H", "H", "H", "H", "H"],
  "xyz": [[0.56261, 1.11582, -0.59419], [3.41639, -0.49263, -0.30363], [3.94712, 0.54048, -1.30055], [2.85620, 1.37366, -1.83842], [3.10853, 2.82412, -1.80795], [3.23719, 3.36297, -0.37834], [2.11764, 2.93941, 0.48884], [2.52643, 2.38202, 1.78627], [3.19909, 1.01371, 1.63855], [2.50318, 0.11485, 0.68931], [2.84604, -1.24955, -0.83582], [4.26496, -0.97907, 0.18805], [4.68748, 1.18452, -0.82682], [4.46849, 0.00555, -2.09598], [2.66980, 1.10230, -2.79753], [4.01268, 3.09595, -2.36260], [2.25861, 3.31258, -2.29419], [4.17476, 3.02573, 0.06365], [3.29916, 4.45115, -0.43535], [1.51669, 3.73564, 0.66874], [3.21702, 3.04611, 2.31719], [1.62413, 2.28842, 2.39572], [4.22708, 1.14983, 1.30303], [3.25365, 0.55576, 2.62750], [2.07723, -0.64763, 1.21172], [-1.22113, 2.96601, 1.14703], [-2.25733, 2.07093, 2.23440], [-3.10242, 2.79907, 3.05506], [-3.92605, 2.12494, 3.94108], [-3.90831, 0.73771, 3.99370], [-3.06458, 0.02466, 3.16265], [-2.21901, 0.68008, 2.26473], [-1.14832, -0.34137, 1.18263], [-0.42415, -1.47916, 2.40831], [-0.75521, -2.82021, 2.56437], [-0.09849, -3.58055, 3.52415], [0.87689, -3.01315, 4.32917], [1.18281, -1.66395, 4.20299], [0.53934, -0.90310, 3.24140], [-2.38639, -1.24076, 0.19616], [-3.63055, -0.67004, -0.07262], [-4.52123, -1.31705, -0.91553], [-4.17628, -2.52672, -1.50008], [-2.93498, -3.09237, -1.24442], [-2.03590, -2.44721, -0.41073], [-3.11396, 3.87895, 3.00251], [-4.57815, 2.68833, 4.59395], [-4.55226, 0.21080, 4.68426], [-3.05202, -1.05751, 3.20405], [-1.53448, -3.27262, 1.96632], [-0.36263, -4.62217, 3.64975], [1.38891, -3.61786, 5.06524], [1.91118, -1.20406, 4.85832], [0.74913, 0.15934, 3.15563], [-3.90981, 0.27405, 0.37831], [-5.49113, -0.88076, -1.11291], [-4.87474, -3.02957, -2.15521], [-2.67372, -4.04275, -1.69253], [-1.05666, -2.86585, -0.23074], [-2.09269, 1.86790, -2.16561], [-1.78671, 3.34536, -2.70057], [-0.70429, 4.65697, -2.69347], [-2.30810, 4.36842, -3.63901], [-2.15297, 4.08656, -5.04325], [-1.98498, 3.78072, -6.13643], [-3.40706, 5.19492, -3.21485], [-4.26381, 5.84346, -2.81274], [1.65481, -4.56843, -0.58823], [1.12292, -4.44308, -2.01317], [0.84556, -3.03335, -2.40817], [0.84516, -2.01619, -1.62932], [0.54936, -0.83167, -2.24760], [0.33390, -0.96739, -3.53412], [0.11614, 0.05642, -4.38679], [0.46379, -2.61144, -4.07362], [1.84833, -5.61525, -0.36484], [0.93523, -4.18631, 0.13585], [2.58442, -4.01165, -0.47259], [0.20034, -5.02092, -2.12433], [1.83555, -4.86836, -2.72353], [-0.17885, 0.94368, -4.01159], [-0.16654, -0.14814, -5.33061]],
  "atomic_forces_ev_per_a": [[0.6, 0.4, -0.4], [0.1, 0.2, -0.2], [-0.1, -0.1, 0.2], [0.2, 0.1, -0.2], [0.0, 0.0, 0.3], [0.0, -0.2, -0.2], [0.3, 0.3, 0.1], [0.0, -0.2, 0.0], [-0.1, 0.3, 0.0], [0.0, -0.2, 0.1], [0.0, -0.1, 0.0], [0.0, 0.0, 0.0], [0.0, 0.0, 0.0], [0.0, 0.0, 0.0], [0.0, 0.0, 0.0], [0.0, 0.0, 0.0], [0.0, 0.0, -0.1], [0.0, 0.0, 0.0], [0.0, 0.0, 0.0], [0.0, 0.0, 0.0], [0.0, 0.0, 0.1], [0.0, 0.0, 0.0], [0.0, -0.1, 0.0], [0.0, 0.0, 0.0], [0.0, 0.0, 0.0], [0.0, 0.3, 0.1], [-0.2, -0.3, 0.2], [0.0, 0.1, 0.0], [0.0, 0.0, 0.0], [0.0, -0.1, 0.0], [0.0, 0.1, 0.0], [0.2, 0.1, -0.1], [-0.8, -0.3, 0.7], [0.1, 0.1, -0.2], [0.0, 0.0, 0.0], [0.0, -0.1, 0.0], [0.0, 0.0, 0.0], [0.0, 0.1, 0.0], [0.0, -0.1, 0.0], [0.2, 0.0, -0.1], [0.0, 0.0, 0.0], [0.0, 0.0, -0.1], [0.0, 0.0, 0.0], [0.0, 0.0, 0.0], [-0.1, 0.1, 0.0], [0.0, 0.0, 0.0], [0.0, 0.0, 0.0], [0.0, 0.0, 0.0], [0.0, 0.0, 0.0], [0.0, 0.0, 0.0], [0.0, 0.0, 0.0], [0.0, 0.0, 0.0], [0.0, 0.0, 0.0], [0.0, 0.0, 0.0], [0.0, 0.0, 0.0], [0.0, 0.0, 0.0], [0.0, 0.0, 0.0], [0.0, 0.0, 0.0], [0.0, -0.1, 0.0], [-0.6, 0.2, -0.4], [0.2, -0.5, 0.2], [-0.3, 0.0, -0.1], [0.4, 0.3, 0.1], [0.0, -0.1, -0.2], [0.0, 0.0, 0.1], [-0.2, 0.1, 0.1], [0.0, 0.0, 0.0], [-0.1, 0.0, -0.1], [0.1, -0.1, 0.2], [-0.1, 0.1, -0.5], [0.1, -0.2, 0.4], [-0.1, 0.0, -0.5], [0.1, -0.4, 0.0], [0.0, 0.0, 0.0], [0.0, 0.2, 0.3], [0.0, 0.0, 0.0], [0.0, 0.0, 0.0], [0.0, 0.0, 0.0], [0.0, 0.0, 0.0], [0.0, 0.0, 0.0], [-0.1, 0.0, 0.0], [0.0, 0.1, 0.0]],
  "lowdin_charge": [1.117, -0.189, -0.167, -0.156, -0.201, -0.175, -0.170, -0.198, -0.170, -0.130, 0.081, 0.136, 0.111, 0.135, 0.107, 0.134, 0.095, 0.112, 0.134, 0.088, 0.135, 0.102, 0.115, 0.127, 0.086, 0.649, -0.616, -0.085, -0.038, -0.040, -0.066, -0.386, 0.978, -0.371, -0.081, -0.051, -0.052, -0.059, -0.126, -0.366, -0.102, -0.055, -0.054, -0.058, -0.121, 0.115, 0.123, 0.121, 0.120, 0.103, 0.118, 0.117, 0.115, 0.093, 0.107, 0.118, 0.117, 0.112, 0.072, 0.705, -1.107, 1.037, -0.607, -0.187, 0.227, -0.183, 0.236, -0.081, -0.228, -0.584, -0.021, -0.138, -0.689, 0.124, 1.156, 0.087, 0.057, 0.075, 0.120, 0.120, 0.060, 0.114]
}